No. 1
Density functional theory data (the ωB97M-V functional and the def2-TZVPD basis) for a cluster of 2 separate species, C5H11N3O in total.

## Properties
LUMO level (alpha / beta) (eV): -0.036 / 0.251
Orbital gap (alpha / beta) (eV): 8.39 / 7.93
Energy relative to the best compared isomer or geometry (same formula, charge and spin) (kJ/mol): 724.2
DFT total energy (Eh): -436.371197

Each line ends with the Mulliken charge.
Positions of all 20 atoms, in Å:
O 1.13547 1.25860 1.39243  -0.502
N 0.65168 0.62514 0.22916  0.020
N -1.48771 -1.51289 -0.12773  -0.628
N 0.96065 -1.32941 -0.65724  -0.286
C 1.28482 -1.94648 0.61323  -0.772
C -2.23576 0.88354 0.20861  -1.100
C -0.29596 -1.25668 -1.03521  -0.150
C 0.96588 1.56227 -0.83522  -0.916
C -1.38386 -0.27748 -0.12440  0.860
H 2.03755 1.78137 -0.84901  0.316
H 0.95272 0.61022 2.08569  0.324
H 2.25533 -1.58086 0.94829  0.255
H -1.80448 1.42871 1.04887  0.286
H 0.67339 1.11166 -1.78042  0.312
H -3.24857 0.54967 0.45064  0.383
H 0.54156 -1.78941 1.40235  0.291
H -2.27735 1.57185 -0.63827  0.258
H -0.52290 -1.16790 -2.09047  0.457
H 0.42337 2.50528 -0.69395  0.288
H 1.37416 -3.02720 0.45267  0.306

Atomic forces in eV per Å
O -0.1 -0.2 -0.4
N 0.2 0.6 0.7
N 0.2 0.1 0.0
N -0.1 -0.3 -0.2
C -0.1 0.1 0.0
C 0.0 0.1 0.1
C -0.2 0.1 0.2
C 0.0 0.0 0.0
C 0.0 -0.5 -0.4
H -0.1 0.0 0.0
H 0.0 0.0 0.0
H 0.0 0.0 0.0
H 0.0 0.0 0.0
H 0.0 0.0 0.0
H 0.1 0.0 0.0
H 0.0 0.0 -0.1
H 0.0 -0.1 0.0
H 0.0 0.0 0.0
H 0.0 -0.1 0.0
H 0.0 0.1 0.0



No. 2
Density functional theory data (the ωB97M-V functional and the def2-TZVPD basis) for the molecule C5H11N3O.

## Properties
LUMO level (alpha / beta) (eV): 0.732 / 0.654
Orbital gap (alpha / beta) (eV): 8.12 / 7.42
Energy relative to the best compared isomer or geometry (same formula, charge and spin) (kJ/mol): 542.3
DFT total energy (Eh): -436.440484

Each line ends with the Mulliken charge.
Positions of all 20 atoms, in Å:
O 1.08438 -1.44644 -1.42805  -0.440
N -2.74893 -0.97606 -0.66596  -0.785
N -1.38160 -0.83420 -0.47709  0.085
N 1.30915 0.35087 1.60597  -0.687
C -1.09239 0.05512 0.56186  -0.831
C 0.87360 1.19039 -0.66696  -0.658
C 1.68285 2.22840 -0.50507  -0.864
C 0.62793 0.12339 0.35276  1.092
C 0.68165 -1.24106 -0.15624  -0.339
H -1.09758 -0.35494 1.58064  0.305
H 1.27012 -0.46085 2.20992  0.303
H -3.26110 -1.35655 0.13241  0.197
H 0.27257 1.07922 -1.56139  0.339
H 1.75342 2.99800 -1.26084  0.275
H 0.88903 1.13248 2.09795  0.267
H 0.75213 -2.07720 0.53977  0.310
H 2.26964 2.35743 0.39453  0.307
H -2.93545 -1.50446 -1.50883  0.212
H 0.69745 -2.27029 -1.76074  0.379
H -1.64689 1.00677 0.51535  0.534

Atomic forces in eV per Å
O -0.1 -0.1 0.2
N 0.3 -0.5 0.5
N 0.2 0.5 -1.0
N 0.2 -0.1 0.0
C 1.8 0.4 0.0
C 0.1 0.0 0.0
C -0.2 0.0 0.1
C -1.9 0.6 0.3
C -0.5 -1.0 -0.3
H -0.2 0.0 0.2
H -0.1 0.0 0.0
H 0.0 -0.1 -0.2
H 0.0 0.0 0.0
H 0.0 0.0 -0.1
H 0.0 -0.1 0.0
H 0.0 0.1 -0.1
H 0.1 -0.1 0.0
H 0.0 0.0 0.1
H 0.2 0.2 0.2
H 0.0 -0.1 0.1



No. 3
Density functional theory data (the ωB97M-V functional and the def2-TZVPD basis) for the molecule C5H11N3O.

## Properties
LUMO level (alpha / beta) (eV): 0.648 / 0.303
Orbital gap (alpha / beta) (eV): 7.28 / 6.84
Energy relative to the best compared isomer or geometry (same formula, charge and spin) (kJ/mol): 366.9
DFT total energy (Eh): -436.507299

Each line ends with the Mulliken charge.
Positions of all 20 atoms, in Å:
O -0.93681 -0.00607 2.57079  -0.506
N 1.44934 0.93037 1.77855  -0.524
N -1.41781 -0.90976 0.56296  -0.637
N 2.00376 -0.65497 -0.60934  -0.573
C 0.41504 0.83958 -1.68445  -1.595
C 0.50231 0.59389 0.79888  -0.365
C 0.83902 0.07646 -0.44894  0.961
C -0.76769 -0.00761 1.22269  0.721
C -2.15133 -0.62262 -0.64992  -0.783
H -2.31932 0.43970 -0.85233  0.253
H 2.08620 -1.10546 -1.51580  0.265
H -1.67522 -1.15621 -1.47793  0.226
H 2.38477 0.99417 1.39152  0.264
H -1.73531 -0.52977 2.74359  0.355
H 1.33121 0.35638 2.61174  0.224
H -3.14615 -1.07956 -0.58765  0.312
H -0.35434 1.58212 -1.46117  0.347
H 1.27086 1.39734 -2.08494  0.415
H 0.05661 0.16437 -2.46592  0.400
H 2.16486 -1.30235 0.15766  0.240

Atomic forces in eV per Å
O 0.4 0.5 0.4
N -0.4 -0.8 0.0
N -2.2 1.5 1.2
N -0.1 -0.2 0.1
C -0.9 -0.9 -0.3
C -0.8 -0.5 0.0
C 2.1 2.2 -0.7
C 0.3 -1.2 -0.2
C 0.3 -1.1 -0.3
H 0.3 -0.1 -0.1
H 0.1 0.2 0.2
H 0.0 0.4 -0.5
H -0.1 -0.1 0.4
H 0.2 -0.1 -0.3
H 0.6 0.3 0.0
H 0.0 0.1 0.1
H 0.1 -0.3 0.0
H 0.0 -0.2 0.3
H 0.0 0.2 -0.2
H 0.1 0.1 -0.2



No. 4
Density functional theory data (the ωB97M-V functional and the def2-TZVPD basis) for the molecule C5H11N3O2.

## Properties
LUMO level (eV): 0.906
Orbital gap (eV): 10.41
Energy relative to the best compared isomer or geometry (same formula, charge and spin) (kJ/mol): 514.6
DFT total energy (Eh): -511.710197

Each line ends with the Mulliken charge.
Positions of all 21 atoms, in Å:
O -0.97234 -1.64941 1.39789  -0.585
O 0.38615 0.53574 2.38413  -0.693
N -0.02808 1.18232 1.40784  0.953
N -0.68161 2.26464 1.47529  -0.996
N 0.37865 0.79937 0.21757  0.199
C -0.24253 1.32353 -0.91787  -0.752
C 0.00416 0.41335 -2.08373  -0.654
C 0.33009 -1.75234 0.95181  -0.788
C 0.20636 -0.92747 -1.38847  -0.738
C 0.77546 -0.68793 -0.03205  0.308
H 0.83258 0.67363 -2.63836  0.375
H -1.24985 1.71137 -0.59962  0.432
H -1.13405 -0.94608 2.05408  0.384
H 0.14827 2.28058 -1.08495  0.391
H 1.92848 -0.71000 0.10288  0.131
H -0.87948 2.44952 2.41784  0.240
H -0.84463 -1.19335 -1.15473  0.313
H 0.54400 -1.77385 -2.02486  0.399
H 0.91414 -1.89251 1.88483  0.298
H 0.46790 -2.57868 0.31768  0.461
H -0.88368 0.47754 -2.68721  0.323

Atomic forces in eV per Å
O -2.3 -0.2 -0.5
O 0.0 -0.6 0.7
N 0.2 1.4 1.3
N -0.1 -0.2 -2.3
N 1.3 -3.7 -0.2
C -1.7 2.4 0.0
C -1.4 -0.8 1.4
C 0.4 1.3 2.1
C -2.4 -0.7 -1.0
C 3.0 1.8 1.8
H 1.8 0.9 -1.2
H 0.0 -1.4 -0.8
H 0.9 -0.4 -0.4
H 1.1 1.6 -0.6
H -1.6 0.1 -0.8
H -0.1 0.0 1.7
H 0.3 -0.4 0.0
H 0.5 0.7 0.7
H 0.6 0.4 -1.0
H -0.3 -1.9 -0.3
H -0.2 -0.5 -0.6



No. 5
Density functional theory data (the ωB97M-V functional and the def2-TZVPD basis) for the molecule C5H11N3O2.

## Properties
LUMO level (eV): 0.785
Orbital gap (eV): 9.78
Energy relative to the best compared isomer or geometry (same formula, charge and spin) (kJ/mol): 100.6
DFT total energy (Eh): -511.867914

Each line ends with the Mulliken charge.
Positions of all 21 atoms, in Å:
O -1.63213 -1.57642 -0.09579  -0.507
O 1.84891 -1.38809 -1.17354  -0.626
N 1.20632 -0.31187 0.70437  -0.173
N 2.49124 -2.22800 0.84887  -0.499
N 0.68604 0.75621 -0.04958  -0.608
C 1.83891 -1.33900 0.03803  0.605
C -1.44844 0.95954 1.11939  -1.830
C -0.78154 0.68891 -0.22972  1.685
C -1.15776 1.74137 -1.27120  -1.781
C -1.13609 -0.69782 -0.74881  -0.180
H 2.82224 -3.04786 0.38206  0.248
H -2.22417 1.70632 -1.46140  0.424
H 2.15140 -2.35537 1.79214  0.216
H 1.40282 -0.10350 1.67445  0.262
H -1.39166 0.07251 1.74253  0.380
H -0.90560 2.72386 -0.90643  0.395
H -0.63056 1.57179 -2.20116  0.430
H -0.93896 1.77917 1.61969  0.440
H 1.13231 0.69326 -0.96843  0.347
H -0.83674 -0.86071 -1.80211  0.379
H -2.49655 1.21569 0.98665  0.393

Atomic forces in eV per Å
O 0.0 0.1 0.0
O 0.0 -0.1 -0.5
N -0.2 0.0 0.1
N -0.1 0.1 0.4
N 0.2 0.0 -0.3
C -0.1 0.5 0.4
C 0.1 -0.1 -0.3
C -0.2 0.2 0.5
C 0.1 -0.5 0.4
C 0.1 0.0 -0.2
H 0.0 -0.3 -0.1
H -0.2 0.0 -0.1
H 0.1 0.0 -0.2
H 0.1 0.0 -0.4
H 0.0 -0.1 0.1
H 0.1 0.4 0.1
H 0.1 -0.1 -0.3
H 0.0 0.1 0.0
H 0.0 0.0 0.3
H 0.0 -0.1 0.0
H -0.1 0.0 0.0



No. 6
Density functional theory data (the ωB97M-V functional and the def2-TZVPD basis) for the ion C5H11N3O2S with charge +2.

## Properties
LUMO level (alpha / beta) (eV): -13.124 / -13.125
Orbital gap (alpha / beta) (eV): 3.01 / 3.01
Energy relative to the best compared isomer or geometry (same formula, charge and spin) (kJ/mol): 193.2
DFT total energy (Eh): -909.255490
Charge: +2

Each line ends with the Mulliken charge.
Positions of all 22 atoms, in Å:
S 4.55415 0.60180 -0.17935  0.855
O 4.71694 -0.79720 -0.24028  -0.204
O -0.39039 1.87392 0.33540  -0.581
N 0.32266 -0.33049 0.08328  -0.114
N 2.22567 -1.57754 0.30677  -0.343
N -1.91767 0.32079 -0.13440  0.118
C 1.70988 -0.36759 0.18176  0.751
C -0.70695 0.74481 0.18932  0.532
C 2.59061 0.82482 0.16242  -0.813
C -2.95128 1.31539 -0.13559  -0.969
C -2.36331 -0.99154 -0.35041  -0.986
H -2.44353 -1.61185 0.52673  0.408
H 2.43512 1.37610 1.12467  0.528
H -3.36456 1.60990 0.86971  0.341
H -1.61536 -1.50089 -0.83394  0.401
H 3.16960 -1.69601 0.61163  0.215
H -3.70887 1.15547 -0.98871  0.335
H 2.03908 1.53112 -0.61054  0.514
H -0.03649 -1.29030 -0.04128  0.074
H -3.30648 -1.06063 -0.96474  0.307
H 1.59358 -2.46245 0.38433  0.278
H -2.55242 2.33238 -0.29676  0.352

Atomic forces in eV per Å
S -3.2 1.2 0.4
O 1.1 -1.0 -0.2
O 1.7 1.6 0.9
N 2.5 -0.9 0.1
N -1.8 -1.7 0.3
N -0.7 1.1 0.6
C -2.9 -1.7 0.3
C 0.2 -1.1 -1.8
C -0.7 2.2 -0.9
C -1.7 3.0 -0.3
C -1.6 -1.5 0.0
H -0.8 0.2 0.9
H 0.6 -0.1 -0.5
H -0.3 -1.5 -0.7
H 1.5 -1.4 -2.1
H 0.2 -0.4 -0.1
H 1.0 -0.1 1.8
H 1.7 -0.8 1.1
H 0.0 0.9 0.3
H 1.2 0.3 0.8
H 1.6 2.2 -0.2
H 0.4 -0.6 -0.7